No. 1
Computed, not measured: C30H47NO4SSi5TcTe as an isolated structure at a distorted geometry, with ωB97M-V with the def2-TZVPD basis set.

Structure (ORCA input):
```
! wB97M-V def2-TZVPD RIJCOSX def2/J DEFGRID3
* xyz 0 4
Te -0.17 0.74 0.72
Tc -1.68 -1.08 -0.22
S -2.27 -2.69 -1.96
Si 3.01 0.64 -1.95
Si 2.30 1.04 0.28
Si -3.17 0.44 0.91
Si 3.47 -0.12 1.98
Si 2.37 3.39 0.71
O -1.45 -2.27 1.38
O -1.80 -1.28 -2.24
O -1.66 -4.42 1.92
O -2.92 -3.34 -3.06
N -3.10 -2.47 -0.65
C -6.01 0.30 1.20
C 1.35 -5.11 -0.63
C -0.80 -3.62 -1.58
C 1.51 3.83 2.33
C 4.15 4.04 0.77
C 4.69 1.51 -2.10
C 3.27 -1.16 -2.49
C -5.21 -0.14 -1.01
C 0.15 -5.74 -0.99
C 0.40 -2.99 -1.29
C -2.75 2.73 -0.77
C -3.09 4.61 1.23
C 5.35 -0.01 1.72
C -2.86 5.02 -0.07
C 1.43 4.25 -0.70
C -7.57 -0.13 -0.57
C -2.99 2.29 0.54
C -3.25 -3.50 0.37
C -7.32 0.16 0.76
C -6.51 -0.28 -1.46
C 2.47 -5.91 -0.03
C -0.92 -5.00 -1.46
C 2.94 -1.94 2.07
C -2.03 -3.45 1.31
C 1.46 -3.74 -0.80
C 1.70 1.38 -3.09
C 2.97 0.72 3.60
C -3.16 3.25 1.53
C -4.94 0.15 0.33
C -2.70 4.08 -1.08
H 2.39 -3.24 -0.55
H 3.32 -5.27 0.20
H 0.53 -1.92 -1.44
H 3.48 1.68 3.72
H 1.85 -2.01 1.99
H 0.05 -6.81 -0.89
H 2.12 3.60 3.20
H 1.07 5.24 -0.40
H 4.59 2.59 -2.05
H -6.71 -0.50 -2.50
H -3.14 0.39 2.39
H -5.82 0.54 2.24
H 1.84 1.12 -4.15
H 2.14 -6.39 0.89
H -2.81 6.08 -0.30
H -8.59 -0.25 -0.92
H 2.03 4.37 -1.60
H 2.32 -1.66 -2.70
H 5.21 1.26 -3.03
H 2.80 -6.69 -0.72
H 0.58 3.24 2.41
H 3.38 -2.53 1.26
H 4.70 3.60 1.61
H 5.64 1.02 1.49
H 3.80 -1.74 -1.73
H -4.40 -0.24 -1.72
H -3.34 2.93 2.55
H -1.85 -5.48 -1.73
H -3.38 -4.50 -0.03
H 3.23 -2.40 3.01
H -4.13 -3.25 0.97
H 5.68 -0.64 0.90
H 1.89 0.91 3.57
H 4.71 3.80 -0.14
H 1.67 2.47 -3.01
H 4.17 5.12 0.89
H 0.71 1.00 -2.79
H 5.33 1.20 -1.26
H -2.53 4.40 -2.10
H 3.87 -1.21 -3.40
H -3.22 5.34 2.02
H 0.55 3.65 -0.95
H 5.89 -0.31 2.62
H -8.14 0.29 1.45
H 1.24 4.88 2.38
H 3.19 0.11 4.48
H -2.60 1.99 -1.56
*
```

Values from the calculation:
Energy in eV: -101270.021

Atomic partial charges in e from the Mulliken method, atoms 1 to 4: Te -0.289; Tc 0.160; S 1.240; Si 0.747


No. 2
Computed, not measured: a 7-piece molecular cluster, C30H48BrCl12FN2O6S overall at a distorted geometry, with ωB97M-V with the def2-TZVPD basis set.

Structure (ORCA input):
```
! wB97M-V def2-TZVPD RIJCOSX def2/J DEFGRID3
* xyz 0 1
Br 1.88 -1.62 -0.25
Cl -2.94 -4.72 0.78
Cl 8.87 -1.84 -1.88
Cl -3.06 -1.92 -3.22
Cl -4.74 0.90 -2.29
Cl -2.57 0.91 1.76
Cl -6.19 -5.51 1.39
Cl -4.48 3.60 2.63
Cl -6.74 1.84 -5.69
Cl -9.52 3.25 -4.32
Cl -7.94 0.43 2.02
Cl 8.36 -3.49 -4.82
Cl -6.01 -2.22 1.10
S 3.16 2.20 -3.80
F 1.26 -1.01 3.59
O 5.60 -0.59 2.28
O 3.26 1.80 4.88
O 3.77 -0.28 4.45
O 4.93 -1.11 0.23
O 1.51 2.96 -1.72
O 2.92 1.31 -2.37
N 5.10 4.10 0.02
N 3.06 1.11 2.66
C 1.85 0.83 2.13
C 6.22 0.60 2.76
C 5.86 -0.84 0.95
C -4.81 -1.76 -2.94
C -5.33 -0.40 -3.36
C -7.78 -2.20 1.28
C -4.35 0.96 1.92
C -4.92 2.29 1.50
C 4.92 2.67 -0.29
C 3.81 2.01 0.57
C -0.72 -1.15 -1.31
C 4.02 1.66 1.90
C 3.81 4.80 0.23
C 1.56 1.12 0.80
C 8.23 -3.49 -2.09
C -4.83 -6.65 1.22
C 0.79 0.16 3.02
C 3.41 0.83 4.12
C -7.00 3.56 -5.32
C -8.37 -0.88 0.88
C 0.19 0.78 0.16
C 7.27 -0.84 0.33
C 0.10 -0.79 -0.05
C 5.36 1.91 2.57
C 0.29 1.19 4.07
C 8.85 -4.20 -3.27
C -7.83 3.76 -4.08
C -3.55 -6.07 1.77
C 2.27 2.06 -1.45
C 2.55 1.73 0.01
H 3.97 5.88 0.06
H 0.08 1.22 -0.83
H -5.01 -1.95 -1.89
H -3.68 -5.72 2.79
H 8.44 -4.03 -1.17
H -0.07 -0.15 2.42
H 7.23 0.78 2.35
H 5.24 2.38 3.56
H -6.01 2.23 1.49
H 0.51 0.81 5.09
H -0.64 1.11 0.79
H 9.94 -4.17 -3.21
H -7.85 4.81 -3.81
H 5.84 2.12 -0.03
H 0.73 2.18 3.90
H 6.36 0.46 3.84
H 8.53 -5.24 -3.28
H -7.43 3.20 -3.23
H 8.04 -0.65 1.09
H 4.05 1.40 -4.44
H -1.80 -1.19 -1.09
H -8.17 -2.99 0.64
H -8.04 -0.58 -0.11
H 5.99 2.61 2.00
H -2.77 -6.84 1.77
H 4.68 2.58 -1.36
H -4.74 0.17 1.29
H -9.46 -0.94 0.87
H 5.62 4.21 0.88
H -0.48 -0.49 -2.16
H -0.43 -2.18 -1.59
H 3.43 4.71 1.27
H -5.10 -7.55 1.77
H -6.01 4.00 -5.17
H 3.07 4.46 -0.50
H -0.80 1.31 3.99
H -4.73 -6.90 0.17
H 7.47 -1.83 -0.12
H -4.58 2.58 0.51
H -5.30 -2.54 -3.53
H -6.42 -0.39 -3.30
H -5.04 -0.16 -4.38
H 7.28 -0.08 -0.46
H -0.40 -1.27 0.80
H 7.15 -3.42 -2.20
H -7.45 4.03 -6.19
H -8.01 -2.46 2.31
H -4.60 0.73 2.96
*
```

Values from the calculation:
Energy in eV: -281017.325

Atomic partial charges in e from the Mulliken method, atoms 1 to 4: Br -0.094; Cl -0.095; Cl -0.176; Cl -0.169


Listing ΔE to the lowest compared entry with this formula, charge and spin for the structures above in their given order: 43.72, 20.28 kcal per mole.